(1)
ORCA calculation (wB97M-V/def2-TZVPD) on a cluster of 5 separate species, C8H26O5 in total at a distorted geometry.

Output
**Orbital gap**: 10.30 eV
**E_tot**: -18954.078 eV
**Molecular weight**: 202.29 Da
**LUMO level**: 0.6 eV
**Structure (SMILES)**: CC(C)O.CC(C)O.CO.CO.O
**Maximum force**: 0.0594 Eh/bohr
**Energy relative to the best compared isomer or geometry (same formula, charge and spin)**: 54.9 kJ/mol

Geometry (Å):
C -2.71440 0.92910 0.17547
C -1.38370 1.61709 -0.07401
C -1.56716 3.15522 -0.33125
O -0.54943 1.34760 1.12400
H -3.23648 0.82277 -0.75912
H -3.34054 1.47626 0.84606
H -2.52217 -0.03953 0.66230
H -0.85774 1.21100 -0.95548
H -0.57231 3.57557 -0.50479
H -2.05711 3.56954 0.58076
H -2.19758 3.29025 -1.22575
H 0.29268 1.72944 0.76464
C -1.96438 -2.91747 -0.26259
C -1.00824 -2.79455 -1.44011
C -1.41718 -1.74746 -2.41861
O 0.29504 -2.45245 -0.98846
H -2.96195 -3.04049 -0.70304
H -1.95647 -2.02867 0.28959
H -1.79930 -3.73200 0.34183
H -0.97468 -3.75354 -1.88876
H -0.79491 -1.64234 -3.33331
H -1.29656 -0.78130 -2.02065
H -2.46588 -1.82798 -2.71748
H 0.82114 -3.26546 -1.02657
C 2.16530 0.47838 -1.20779
O 1.81087 1.69246 -0.57481
H 1.36130 0.17083 -1.90283
H 3.06141 0.49016 -1.78807
H 2.16571 -0.31358 -0.42886
H 2.47418 1.89677 0.13064
C 3.73431 1.13514 2.91694
O 3.07771 0.56825 1.80667
H 3.94779 0.32958 3.58552
H 4.67381 1.59701 2.59490
H 3.10785 1.85909 3.45236
H 2.37799 -0.06863 2.14215
O 0.89171 -0.79713 2.12496
H 1.02485 -1.56506 1.52017
H 0.35453 -0.17384 1.49339



(2)
ORCA calculation (wB97M-V/def2-TZVPD) on a structure of composition C42H50N4O2P2SbSe4Y at a distorted geometry.

Output
**Net charge**: -2
**Orbital gap**: 4.76 eV
**E_tot**: -341972.742 eV
**Molecular weight**: 1231.34 Da
**LUMO level**: 3.5 eV
**Maximum force**: 0.0347 Eh/bohr
**Energy relative to the best compared isomer or geometry (same formula, charge and spin)**: 183.3 kJ/mol

Geometry (Å):
Y 0.30045 -0.33024 0.97826
O -4.60375 1.95075 5.21169
C -4.70363 0.72129 5.04388
O -5.64843 -0.06245 5.23646
C -3.43070 0.08555 4.44426
C -3.53346 -0.87423 3.44685
C -2.42085 -1.24462 2.70705
N -1.20762 -0.72811 2.96238
C -1.08155 0.09692 4.00786
C -2.15989 0.55525 4.74870
C 0.26262 0.64287 4.32835
C 0.70932 0.65166 5.64838
C 1.92003 1.25162 5.92851
C 2.63871 1.82660 4.89011
C 2.13350 1.72949 3.60862
N 0.96390 1.15957 3.32287
C -2.45366 -2.28027 1.63318
C -3.56267 -3.08362 1.40676
C -3.43945 -4.16025 0.54146
C -2.20928 -4.43140 -0.02792
C -1.16713 -3.54941 0.21180
N -1.30021 -2.47059 0.97335
H -4.51444 -1.28327 3.24751
H -2.02658 1.30212 5.51910
H 0.11960 0.16902 6.41499
H 2.30325 1.27056 6.94083
H 3.59390 2.30339 5.06023
H 2.68588 2.11644 2.76410
H -4.49344 -2.89465 1.92087
H -4.29270 -4.79858 0.34897
H -2.04472 -5.29295 -0.65918
H -0.18427 -3.71106 -0.21290
C 2.53455 -4.27113 -1.38738
C 2.93621 -2.96690 -2.09506
C 4.33825 -2.50809 -1.66813
P 1.77579 -1.58969 -1.66496
C 2.25625 -0.21911 -2.85732
C 2.75820 -0.69967 -4.21774
C 3.20936 0.78981 -2.22157
C 0.13163 -2.04307 -2.36397
C -0.21151 -3.16329 -3.10971
C -1.54266 -3.47625 -3.38784
C -1.88762 -4.67795 -4.22903
C -2.54001 -2.65930 -2.86711
C -2.22357 -1.52041 -2.13760
C -0.89551 -1.19076 -1.90453
N -0.49879 -0.01631 -1.21641
C -0.68005 1.18665 -1.84199
C -1.25892 1.29064 -3.13011
C -1.36823 2.49114 -3.80445
C -0.89867 3.67941 -3.26552
C -1.00183 4.99045 -4.00027
C -0.34778 3.60855 -1.99108
C -0.24580 2.43447 -1.25619
P 0.32377 2.40844 0.49790
C -1.38270 2.48977 1.35508
C -2.12914 3.80327 1.12805
C -2.30256 1.35410 0.84330
C 0.99415 4.10591 0.77252
C 2.34530 4.24098 0.06986
C 1.07400 4.54543 2.23812
H 3.41547 -4.87865 -1.17275
H 1.83985 -4.86230 -1.98860
H 2.05718 -4.08732 -0.42221
H 2.92569 -3.11685 -3.18012
H 4.31622 -2.02424 -0.68853
H 4.75770 -1.79009 -2.37570
H 5.01548 -3.35715 -1.57620
H 1.31056 0.29706 -3.03525
H 3.75771 -1.13216 -4.15487
H 2.80134 0.14399 -4.91407
H 2.08575 -1.44781 -4.64517
H 4.16985 0.34561 -1.95931
H 2.77829 1.19998 -1.30655
H 3.38098 1.62463 -2.91087
H 0.57251 -3.81242 -3.48627
H -1.17255 -5.48660 -4.07199
H -1.87185 -4.42858 -5.29356
H -2.88625 -5.04941 -3.99353
H -3.58168 -2.91578 -3.03247
H -3.00638 -0.88330 -1.73976
H -1.61637 0.39279 -3.61338
H -1.82347 2.49454 -4.79080
H -1.14969 4.82660 -5.06881
H -0.09657 5.58807 -3.87371
H -1.84288 5.59110 -3.64081
H 0.01790 4.53730 -1.56728
H -1.22252 2.35443 2.42656
H -2.20980 4.01815 0.05928
H -1.64598 4.64838 1.61980
H -3.14059 3.72032 1.53350
H -2.62768 1.57213 -0.17475
H -3.18925 1.25263 1.47241
H -1.87413 0.35208 0.79731
H 0.27808 4.76774 0.28221
H 3.08593 3.58411 0.53238
H 2.71324 5.26804 0.14502
H 2.28249 3.97643 -0.98642
H 2.03219 4.27951 2.68250
H 0.28645 4.11574 2.85744
H 0.97986 5.63265 2.29250
Se 6.03124 -4.44958 1.19776
Sb 4.16014 -3.64289 2.59911
Se 1.71518 -2.26914 1.83498
Se 2.95864 -0.30423 1.41368
Se 2.81683 -5.69987 3.03311



(3)
ORCA calculation (wB97M-V/def2-TZVPD) on the molecule C3H5N3O at a distorted geometry.

Output
**Orbital gap**: 9.04 eV
**E_tot**: -9706.009 eV
**Molecular weight**: 99.09 Da
**LUMO level**: 0.7 eV
**Structure (SMILES)**: C=C(C#N)N(N)O
**Maximum force**: 0.0365 Eh/bohr
**Energy relative to the best compared isomer or geometry (same formula, charge and spin)**: 441.4 kJ/mol

Geometry (Å):
C 1.61286 -0.85827 0.22999
C 0.31497 -0.54721 0.06655
C -0.63325 -1.60873 -0.09098
N -1.41297 -2.45970 -0.22761
N -0.18472 0.75196 0.02598
N -1.49232 1.10367 -0.25029
O 0.63855 1.80958 0.36443
H 2.36033 -0.08137 0.35397
H 1.96104 -1.88590 0.23797
H -1.97431 0.40778 -0.82200
H -2.02106 1.17542 0.62083
H 0.83085 2.19282 -0.50886



(4)
ORCA calculation (wB97M-V/def2-TZVPD) on the molecule C3H3NO2S at a distorted geometry.

Output
**Orbital gap**: 9.36 eV
**E_tot**: -19575.947 eV
**Molecular weight**: 117.13 Da
**LUMO level**: 0.6 eV
**Maximum force**: 0.0520 Eh/bohr
**Energy relative to the best compared isomer or geometry (same formula, charge and spin)**: 465.9 kJ/mol

Geometry (Å):
C 0.77378 0.73726 -0.23396
C -0.45641 0.92806 0.48186
C 0.88726 0.21914 -1.41463
N -0.29293 -1.69725 0.60594
O 1.30969 -0.32155 -2.33251
O -1.59878 0.54815 -0.20066
S -1.24575 -0.58357 1.07370
H 1.78173 1.07094 0.04502
H -0.55088 1.82577 1.23144
H -0.60771 -2.72696 0.74381



(5)
ORCA calculation (wB97M-V/def2-TZVPD) on a cluster of 5 separate species, C30H57FIN5O7S in total at a distorted geometry.

Output
**Orbital gap**: 8.28 eV
**E_tot**: -75467.986 eV
**Molecular weight**: 777.78 Da
**LUMO level**: 0.6 eV
**Structure (SMILES)**: C=C[C@@]1(N(C)C(C)=O)C(=O)O[C@](CCCI)(CSCC)[C@@]1(F)CCC.CN(C)C=O.CN(C)C=O.CN(C)C=O.CN(C)C=O
**Maximum force**: 0.0666 Eh/bohr

Geometry (Å):
C -3.36976 0.99834 4.63579
C -2.21408 0.33879 4.70256
C -1.06409 0.44751 3.72596
N -0.13319 1.61544 3.78415
C -0.75585 2.80427 4.37794
C 1.09397 1.34705 4.52474
C 1.16796 1.29797 6.04183
O 2.08082 1.19941 3.92185
C -0.20247 -0.82252 4.00180
O -0.02356 -1.41155 4.99728
O 0.39837 -1.18572 2.87819
C -0.33535 -0.83780 1.62825
C -0.89397 -2.21139 1.22005
C 0.00152 -3.04688 0.28732
C 0.97041 -3.97867 1.05342
I 3.04361 -3.59531 0.61727
C 0.78559 -0.22082 0.81004
S 0.33061 0.19906 -0.90477
C 1.29698 1.69976 -1.21919
C 2.69774 1.43996 -1.79513
C -1.39250 0.16942 2.19409
F -1.06012 1.40883 1.57836
C -2.83921 0.02901 1.75130
C -3.00477 0.03659 0.21545
C -3.30333 1.43021 -0.35792
H -4.32209 0.50456 4.77706
H -3.33180 2.06682 4.45639
H -2.07644 -0.33146 5.54677
H -0.04678 3.63121 4.33368
H -1.09838 2.68042 5.40876
H -1.58092 3.09638 3.72956
H 1.28735 0.27730 6.39702
H 2.04785 1.86147 6.34436
H 0.31945 1.74845 6.55680
H -0.98750 -2.77967 2.14096
H -1.89276 -2.17851 0.78520
H 0.52529 -2.47667 -0.47748
H -0.66702 -3.72107 -0.25386
H 0.79367 -5.00172 0.74347
H 0.76945 -3.96236 2.11348
H 1.20895 0.65275 1.29591
H 1.58456 -0.96254 0.78777
H 1.42023 2.28411 -0.30601
H 0.77495 2.34843 -1.91567
H 3.46033 2.10240 -1.37957
H 3.06167 0.42196 -1.63944
H 2.72120 1.61157 -2.86090
H -3.34350 0.93012 2.09792
H -3.30414 -0.84331 2.21520
H -3.89607 -0.56268 0.03716
H -2.19649 -0.47550 -0.29379
H -3.75436 2.09644 0.37446
H -2.45250 1.88040 -0.86602
H -4.07478 1.29577 -1.12222
C 2.44031 6.91195 -3.47872
N 2.73442 5.49460 -3.52565
C 4.10459 5.04825 -3.30141
C 1.78265 4.57803 -3.77035
O 1.96620 3.37409 -3.82386
H 3.02599 7.43383 -4.23888
H 2.69883 7.30846 -2.49444
H 1.38219 7.08829 -3.66429
H 4.45296 4.50157 -4.17638
H 4.13101 4.37943 -2.43991
H 4.75056 5.90447 -3.12010
H 0.78350 5.02340 -3.92465
C 3.46250 3.15672 -9.06087
N 4.25585 3.78197 -8.02119
C 4.79059 5.11399 -8.24330
C 4.51489 3.16733 -6.85063
O 5.17305 3.64585 -5.94512
H 4.05872 3.06108 -9.97093
H 2.58384 3.76995 -9.27186
H 3.13591 2.16778 -8.74627
H 5.87878 5.08924 -8.17246
H 4.41257 5.79347 -7.47791
H 4.49715 5.47321 -9.22680
H 4.06561 2.16311 -6.77848
C -2.47067 -5.62240 6.16532
N -1.49941 -5.33611 5.12810
C -0.09525 -5.20285 5.48781
C -1.84976 -5.18652 3.84249
O -1.06928 -4.94488 2.93573
H -2.45479 -4.82591 6.91181
H -2.22352 -6.57019 6.64786
H -3.47090 -5.69094 5.74195
H 0.26073 -4.20939 5.20995
H 0.49316 -5.94453 4.94592
H 0.02913 -5.34879 6.55790
H -2.93369 -5.29914 3.66913
C -2.83287 -5.93378 -2.20017
N -3.50309 -4.65007 -2.13104
C -4.10643 -4.09941 -3.33264
C -3.58483 -3.94671 -0.98615
O -4.13144 -2.86508 -0.86956
H -2.01046 -5.88078 -2.91659
H -3.54004 -6.70079 -2.52344
H -2.43480 -6.20774 -1.22483
H -3.65342 -3.13378 -3.56067
H -5.17438 -3.94769 -3.17041
H -3.95702 -4.77902 -4.16821
H -3.09441 -4.44961 -0.13339



(6)
ORCA calculation (wB97M-V/def2-TZVPD) on the ion C10H19INS with charge +1 at a distorted geometry.

Output
**Net charge**: +1
**Orbital gap**: 8.53 eV
**E_tot**: -31094.324 eV
**Molecular weight**: 312.24 Da
**LUMO level**: -3.3 eV
**Structure (SMILES)**: C/C(=C/[C@H](S)[C@@]1([NH3+])C[C@@H]1C)CCI
**Maximum force**: 0.0912 Eh/bohr
**Energy relative to the best compared isomer or geometry (same formula, charge and spin)**: 0.0 kJ/mol

Geometry (Å):
C 2.44968 -1.27218 -1.81724
C 1.26425 -0.39724 -1.59064
C 0.98713 -0.00089 -0.36642
C -0.26586 0.74838 -0.03080
S 0.17491 2.50362 0.18818
C -0.85960 0.19599 1.56846
N -0.57032 1.17403 2.59498
C -2.37958 -0.34204 1.65453
C -1.13768 -1.26845 1.74524
C -0.99813 -2.02872 3.04599
C 0.46265 -0.12401 -2.90665
C 1.02476 1.19521 -3.45086
I -0.37897 2.52878 -4.37857
H 2.13995 -2.17428 -2.44766
H 3.12963 -0.77393 -2.49119
H 2.98751 -1.61563 -1.02234
H 1.72974 -0.16965 0.44096
H -1.12844 0.63052 -0.68535
H -1.04897 3.16096 -0.14731
H -0.09177 2.02588 2.20141
H 0.16421 0.73433 3.19223
H -1.34538 1.65915 3.11054
H -3.05207 -0.16948 0.87564
H -2.79118 -0.17501 2.63822
H -0.97633 -1.82897 0.79826
H -1.82653 -2.15295 3.73205
H -0.36083 -1.39708 3.72033
H -0.43610 -2.94911 3.01250
H 0.24608 -0.81743 -3.68200
H -0.46251 0.28836 -2.57672
H 1.79310 1.00488 -4.25979
H 1.55663 1.80694 -2.66600